No. 1
{
  "formula": "C7H23NO5",
  "method": "ωB97M-V/def2-TZVPD",
  "charge": 0,
  "energy_ev": -19357.0724,
  "e_homo_ev": -9.393,
  "smiles": "CN(C)C=O.CO.CO.CO.CO",
  "gap_ev": 10.03,
  "max_force_ev_per_a": 2.51,
  "relative_energy_kcal_mol": 66.5,
  "elements": ["C", "N", "C", "C", "O", "H", "H", "H", "H", "H", "H", "H", "C", "O", "H", "H", "H", "H", "C", "O", "H", "H", "H", "H", "C", "O", "H", "H", "H", "H", "C", "O", "H", "H", "H", "H"],
  "positions_angstrom": [[-0.35521, -0.50234, -5.02089], [-1.08328, 0.10549, -3.93198], [-2.43071, -0.31840, -3.70849], [-0.47286, 1.01575, -3.14119], [-0.89513, 1.53758, -2.13228], [0.72758, -0.43566, -4.96909], [-0.69205, -0.09939, -5.98304], [-0.58418, -1.56941, -5.07779], [-2.81469, 0.10581, -2.77901], [-3.08413, 0.17168, -4.44932], [-2.74943, -1.35921, -3.72129], [0.56216, 1.15624, -3.49763], [0.44748, 1.22175, 0.89415], [0.86981, 0.73965, 2.15274], [0.12447, 2.25848, 0.93981], [1.20235, 1.03875, 0.12541], [-0.39435, 0.65498, 0.48473], [1.79777, 0.50848, 2.16230], [-0.57424, -1.82764, -0.89814], [-0.61284, -2.67623, -2.02346], [0.16891, -1.04346, -1.00313], [-1.52528, -1.39268, -0.56271], [-0.30489, -2.38854, 0.01403], [-1.32500, -3.30518, -1.87547], [0.71831, 3.53830, 4.97205], [1.91009, 4.25057, 5.14648], [-0.16552, 4.17553, 4.85917], [0.71871, 2.94868, 4.05623], [0.55615, 2.89089, 5.83297], [1.76241, 5.08614, 5.58994], [1.70035, -2.52408, 2.81860], [0.96278, -3.74345, 2.87702], [1.26826, -1.87426, 2.06267], [1.68044, -2.05601, 3.80897], [2.75806, -2.72927, 2.66636], [0.12770, -3.55953, 3.31126]],
  "atomic_forces_ev_per_a": [[-0.6, -0.6, -0.9], [0.6, -0.7, 0.3], [-2.1, 1.4, 0.0], [0.6, -0.7, 0.1], [-0.4, 0.1, -0.1], [0.0, 0.4, 0.4], [0.1, 0.1, 0.0], [0.0, 0.0, 0.3], [0.4, -0.1, 0.2], [0.1, -0.2, -0.1], [1.1, -0.3, -0.1], [0.0, 0.3, 0.0], [0.0, -0.6, -0.9], [-0.5, -0.1, 0.6], [0.3, 0.2, 0.0], [0.2, 0.6, 0.1], [-0.2, -0.1, 0.6], [0.1, 0.1, -0.3], [0.0, -0.4, 1.8], [-0.3, 0.3, -0.2], [-0.1, 0.0, -0.4], [-0.1, 0.2, -0.9], [0.4, -0.1, -0.3], [0.1, -0.1, -0.1], [-1.0, 0.0, 0.1], [0.8, 0.2, -0.4], [0.1, 0.2, 0.2], [0.5, -0.1, 0.1], [-0.2, -0.3, 0.0], [-0.2, 0.0, 0.1], [-0.3, -0.2, 0.9], [0.3, -0.2, -0.2], [0.3, 0.3, 0.0], [-0.2, 0.4, -0.2], [-0.1, -0.3, -0.5], [0.0, 0.0, 0.0]],
  "mulliken_charge": [-1.01, 0.21, -1.03, 0.11, -0.56, 0.34, 0.35, 0.30, 0.30, 0.40, 0.31, 0.28, -0.49, -0.54, 0.33, 0.28, 0.11, 0.29, -0.54, -0.53, 0.10, 0.33, 0.33, 0.30, -0.32, -0.51, 0.25, 0.04, 0.24, 0.31, -0.32, -0.52, 0.01, 0.27, 0.28, 0.30]
}

No. 2
{
  "formula": "C7H24FeN6O6",
  "method": "ωB97M-V/def2-TZVPD",
  "charge": 0,
  "energy_ev": -63261.2955,
  "e_homo_ev": [-6.121, -6.131],
  "multiplicity": 5,
  "gap_ev": [6.42, 6.42],
  "max_force_ev_per_a": 4.91,
  "s2": 6.01,
  "elements": ["Fe", "C", "C", "O", "H", "H", "H", "H", "H", "C", "C", "O", "H", "H", "H", "H", "H", "C", "O", "N", "N", "H", "H", "H", "H", "C", "O", "N", "N", "H", "H", "H", "H", "C", "O", "N", "N", "H", "H", "H", "H", "O", "H", "H"],
  "positions_angstrom": [[1.62955, -15.17517, 31.68373], [-2.19412, -12.46671, 31.26964], [-1.14476, -13.42452, 31.98466], [0.20541, -13.47511, 31.69539], [-3.20702, -12.52217, 31.66848], [-2.39453, -12.78913, 30.24788], [-1.76860, -11.47215, 31.40332], [-1.47834, -14.45888, 31.90137], [-1.29235, -13.30076, 33.05751], [1.60807, -15.42290, 27.63232], [1.66873, -16.63120, 28.58775], [1.68455, -16.42996, 29.91154], [0.66663, -14.89056, 27.76795], [1.68134, -15.52881, 26.54996], [2.34246, -14.70167, 27.99096], [2.53429, -17.18614, 28.22589], [0.83582, -17.27460, 28.30422], [-0.74860, -17.18135, 32.32970], [0.27869, -16.55718, 32.52013], [-1.74321, -17.44533, 33.11890], [-0.95891, -17.61684, 31.08734], [-1.91994, -16.99154, 34.00374], [-2.38238, -18.07928, 32.66099], [-1.80227, -18.15398, 30.94472], [-0.35702, -17.32641, 30.33006], [4.34590, -14.09682, 30.56876], [3.25459, -13.86967, 31.00082], [4.60424, -15.00006, 29.62920], [5.44343, -13.60247, 31.04371], [5.60499, -15.12969, 29.58689], [3.87554, -15.59669, 29.26433], [6.27753, -13.84996, 30.53075], [5.43249, -12.76923, 31.61439], [1.95149, -14.68569, 35.02719], [2.09322, -14.83305, 33.79941], [1.28945, -15.49728, 35.78940], [2.51241, -13.73514, 35.69064], [0.98234, -15.35850, 36.74151], [1.10315, -16.31702, 35.22956], [3.14561, -13.05913, 35.28794], [2.20231, -13.59956, 36.64225], [3.38853, -16.43544, 32.22178], [4.30269, -16.59098, 32.45918], [3.01989, -17.31043, 32.10040]],
  "atomic_forces_ev_per_a": [[-1.2, 1.4, -1.3], [1.4, -1.0, 0.2], [-0.3, -1.5, 0.5], [0.6, 0.2, -0.7], [0.2, 0.0, 0.9], [0.7, 0.5, -0.4], [-0.4, 0.2, -0.6], [-1.0, -0.5, -0.5], [-0.1, 0.7, 0.7], [-0.6, 1.3, 1.2], [-0.2, -0.4, -2.0], [0.1, 1.1, 2.0], [-0.2, 0.0, 0.2], [0.4, -0.7, 0.1], [0.3, 0.2, -0.3], [0.7, -0.6, 0.1], [-0.5, -0.5, -0.3], [2.0, 1.2, -3.3], [0.8, 0.6, 2.3], [-2.1, -1.0, 2.4], [-1.0, -1.4, -1.2], [0.1, -0.3, -0.3], [-0.6, 0.4, 1.1], [0.4, 0.3, -0.8], [0.4, 0.0, 0.1], [-1.8, -2.0, -0.9], [-2.6, 1.2, 1.0], [0.8, -0.6, -1.2], [3.8, 2.3, 1.7], [-0.7, -1.2, -1.1], [0.2, -0.2, 0.2], [0.1, 0.8, 0.5], [0.0, -0.3, -0.2], [0.8, 0.5, -4.0], [0.1, 0.1, 1.3], [-2.3, -3.5, 0.5], [2.0, 3.8, 2.3], [0.3, -0.2, -0.5], [-0.9, -0.3, 0.7], [-0.5, -0.2, -0.2], [0.5, 0.2, -0.2], [0.3, -0.7, 0.1], [0.2, 0.3, 0.1], [-0.3, -0.4, -0.3]],
  "mulliken_charge": [1.47, -1.23, -0.16, -0.70, 0.36, 0.29, 0.28, -0.02, 0.25, -0.90, -0.71, -0.76, 0.25, 0.37, 0.13, 0.42, 0.38, 0.57, -0.49, -0.35, -0.37, 0.23, 0.13, 0.10, 0.13, 0.64, -0.48, -0.25, -0.41, 0.13, 0.09, 0.13, 0.27, 0.46, -0.30, -0.41, -0.39, 0.17, 0.24, 0.23, 0.14, -0.39, 0.22, 0.25]
}

No. 3
{
  "formula": "C7H24O9",
  "method": "ωB97M-V/def2-TZVPD",
  "charge": 0,
  "energy_ev": -26074.8891,
  "e_homo_ev": -10.474,
  "smiles": "O=C1OCCO1.CCO.CCO.O.O.O.O",
  "gap_ev": 10.27,
  "max_force_ev_per_a": 4.04,
  "relative_energy_kcal_mol": 0.0,
  "elements": ["O", "C", "O", "C", "C", "O", "H", "H", "H", "H", "C", "C", "O", "H", "H", "H", "H", "H", "H", "C", "C", "O", "H", "H", "H", "H", "H", "H", "O", "H", "H", "O", "H", "H", "O", "H", "H", "O", "H", "H"],
  "positions_angstrom": [[-1.66294, 1.71518, -6.19144], [-1.32231, 1.14348, -5.14366], [-0.05443, 0.72749, -4.81130], [-0.12618, 0.03989, -3.56510], [-1.41398, 0.56910, -2.94381], [-2.12897, 0.95300, -4.12209], [-0.16211, -1.04916, -3.59307], [0.75844, 0.36408, -3.01696], [-1.18303, 1.41358, -2.29449], [-1.89187, -0.27173, -2.44110], [-0.20446, -3.26809, 0.88888], [-1.65505, -3.42672, 1.36554], [-2.53982, -3.10561, 0.30269], [0.47559, -3.69590, 1.62550], [0.15705, -2.25557, 0.70942], [-0.08240, -3.90054, 0.00956], [-1.93524, -2.75640, 2.17810], [-1.84424, -4.44241, 1.71294], [-3.35861, -3.54947, 0.53545], [2.08102, 0.45824, 3.84746], [1.89090, 1.96936, 3.56905], [0.63934, 2.12521, 2.98500], [1.16737, 0.02791, 4.25754], [2.95605, 0.31142, 4.48060], [2.39017, -0.00792, 2.91192], [2.67737, 2.39992, 2.94922], [1.89662, 2.39766, 4.57136], [0.51742, 3.06681, 2.84312], [1.32038, 0.22046, 0.40334], [0.83653, 0.87559, -0.09957], [1.40498, 0.60279, 1.27678], [0.59691, 2.63155, -0.89685], [0.10302, 3.28642, -1.39026], [1.46230, 3.02296, -0.77802], [-2.18799, 2.39709, 0.69525], [-2.46036, 1.57009, 0.29759], [-1.23182, 2.37952, 0.65452], [1.67586, -1.77974, -1.46628], [1.61184, -0.95759, -0.98026], [0.82666, -2.20195, -1.33659]],
  "atomic_forces_ev_per_a": [[1.4, -2.1, 3.1], [0.3, 2.1, -3.1], [-1.0, -0.2, -1.0], [0.6, 0.6, 0.9], [1.0, -0.7, -0.6], [-1.4, 0.0, 1.2], [0.3, 0.1, -0.8], [-0.1, -0.3, 0.1], [-0.6, 0.1, 0.0], [-0.5, 0.5, 0.1], [-0.3, -0.7, 0.5], [0.5, 0.7, 0.0], [-0.2, -0.3, -0.4], [0.0, 0.0, 0.2], [-0.5, 0.1, -0.1], [0.0, 0.2, -0.2], [0.5, 0.1, 0.4], [0.2, -0.2, -0.1], [-0.3, 0.2, -0.3], [0.9, 0.9, -1.1], [0.5, -1.5, 1.7], [-0.8, 0.3, -0.8], [0.2, 0.0, 0.0], [-0.3, 0.0, 0.4], [-0.4, -0.5, 0.0], [0.2, -0.1, 0.1], [0.1, 0.7, 0.0], [-0.3, 0.1, -0.1], [0.1, -0.2, -0.1], [-0.2, 0.4, -0.2], [-0.1, 0.1, 0.4], [-0.1, -0.1, 0.1], [-0.3, 0.2, -0.2], [0.4, 0.0, 0.0], [-0.2, 0.3, 0.0], [-0.1, -0.2, 0.0], [0.4, 0.0, 0.0], [0.1, -0.3, -0.7], [0.2, 0.2, 0.5], [-0.1, -0.2, 0.1]],
  "mulliken_charge": [-0.58, 0.61, -0.34, -0.10, 0.21, -0.36, 0.19, 0.21, -0.12, 0.29, -0.52, -0.32, -0.50, 0.39, -0.17, 0.29, 0.27, 0.34, 0.28, -1.07, -0.31, -0.46, 0.28, 0.36, 0.34, 0.29, 0.37, 0.29, -0.67, 0.21, 0.24, -0.54, 0.28, 0.22, -0.62, 0.32, 0.32, -0.57, 0.40, 0.25]
}

No. 4
{
  "formula": "C7H25HgN8O7",
  "method": "ωB97M-V/def2-TZVPD",
  "charge": 1,
  "energy_ev": -38085.8553,
  "e_homo_ev": -12.084,
  "gap_ev": 4.32,
  "max_force_ev_per_a": 2.37,
  "elements": ["Hg", "C", "O", "H", "H", "H", "C", "C", "O", "O", "H", "H", "H", "H", "H", "H", "C", "O", "N", "N", "H", "H", "H", "H", "C", "O", "N", "N", "H", "H", "H", "H", "C", "O", "N", "N", "H", "H", "H", "H", "C", "O", "N", "N", "H", "H", "H", "H"],
  "positions_angstrom": [[0.84597, -2.68386, -2.63775], [1.14452, -0.16378, -0.49098], [0.44632, -0.92153, -1.42576], [0.93423, -0.56315, 0.51322], [2.23937, -0.27833, -0.51848], [0.91278, 0.90381, -0.52293], [-1.80000, 4.41074, -0.21015], [-1.66201, 3.52747, 1.01015], [-2.77355, 2.61473, 1.11005], [-2.69947, 5.48981, 0.05686], [-2.18074, 3.82764, -1.05171], [-0.80674, 4.80851, -0.44409], [-1.69490, 4.13118, 1.91967], [-0.75741, 2.91933, 1.00114], [-3.42683, 3.07266, 1.64671], [-2.47927, 6.15144, -0.60537], [3.96157, -0.84309, 2.79223], [4.45025, -1.76017, 3.41767], [4.44127, -0.47479, 1.55018], [2.83739, -0.15513, 3.12831], [4.17315, 0.26981, 0.93479], [5.27202, -0.97514, 1.27995], [2.48409, 0.64428, 2.63982], [2.50686, -0.34943, 4.05950], [-3.36396, -1.61631, 0.73346], [-4.44042, -1.46623, 1.26295], [-2.50550, -0.59980, 0.39807], [-2.75788, -2.83584, 0.54810], [-1.61428, -0.73947, -0.03942], [-2.76198, 0.32721, 0.70338], [-1.82699, -2.77305, 0.18624], [-3.14986, -3.69919, 0.86960], [-1.74217, 1.91680, -3.57866], [-0.90207, 2.12020, -4.43292], [-1.45425, 1.26058, -2.41546], [-3.08848, 2.20371, -3.74752], [-2.22604, 1.06555, -1.80207], [-0.55734, 0.81155, -2.39002], [-3.76277, 2.00295, -3.02743], [-3.28991, 3.06009, -4.23825], [2.47646, -4.26043, -0.07394], [1.58200, -4.07084, -0.93291], [2.90841, -5.49120, 0.26636], [3.10310, -3.24095, 0.55519], [2.55317, -6.29432, -0.22228], [3.82398, -5.51907, 0.68145], [2.82418, -2.31271, 0.29696], [3.80370, -3.45219, 1.24611]],
  "atomic_forces_ev_per_a": [[0.5, 1.2, 2.0], [1.4, -1.2, 1.3], [-1.1, -0.6, -1.5], [-0.4, 0.2, 0.0], [0.0, 0.3, -0.5], [-0.2, -0.1, -0.5], [0.3, 0.2, 0.2], [-1.1, -0.2, 0.2], [0.3, 0.0, 0.0], [0.4, -0.3, -0.1], [0.2, -0.2, 0.0], [0.0, 0.0, -0.2], [0.5, 0.2, -0.1], [0.1, 0.1, -0.2], [-0.3, -0.2, -0.1], [-0.3, 0.2, 0.1], [-0.5, 0.6, -1.2], [-0.1, 0.1, 0.1], [1.0, -0.9, -0.5], [-0.2, -0.6, 1.1], [-0.3, 0.3, 0.5], [0.1, 0.2, 0.0], [0.2, 0.1, 0.0], [-0.2, 0.2, -0.1], [0.6, -0.5, 1.1], [-0.1, 0.2, -0.4], [-0.5, 0.9, -0.2], [0.1, 0.2, -0.6], [0.0, -0.1, 0.0], [0.0, 0.1, -0.1], [0.1, -0.7, 0.1], [-0.1, 0.1, 0.0], [-0.4, -0.5, -0.4], [0.0, 0.4, 0.1], [-0.3, 0.5, -0.2], [0.1, 0.5, 0.0], [0.4, -0.4, 0.4], [-0.2, -0.3, 0.3], [0.2, 0.0, 0.2], [0.1, -0.2, -0.3], [1.1, 0.4, 0.2], [-0.6, -0.2, -0.5], [-0.2, 0.5, -0.2], [-0.7, -0.9, -0.8], [0.1, 0.0, 0.0], [-0.1, -0.5, 0.2], [0.3, 0.2, 0.4], [0.0, 0.6, 0.3]],
  "mulliken_charge": [1.45, -0.75, -0.70, 0.38, 0.26, 0.35, -0.20, -0.41, -0.51, -0.53, 0.13, 0.36, 0.40, 0.15, 0.29, 0.31, 0.58, -0.61, -0.39, -0.34, 0.19, 0.22, 0.18, 0.22, 0.47, -0.61, -0.17, -0.30, 0.11, 0.09, 0.10, 0.20, 0.56, -0.64, -0.12, -0.43, 0.12, 0.05, 0.23, 0.25, 0.57, -0.65, -0.41, -0.15, 0.26, 0.21, 0.06, 0.19]
}

No. 5
{
  "formula": "C7H25N3O8S",
  "method": "ωB97M-V/def2-TZVPD",
  "charge": 2,
  "energy_ev": -39332.8116,
  "e_homo_ev": -15.338,
  "gap_ev": 8.14,
  "max_force_ev_per_a": 1.37,
  "elements": ["N", "H", "H", "H", "H", "N", "H", "H", "H", "H", "N", "H", "H", "H", "H", "C", "O", "H", "H", "H", "C", "C", "C", "O", "C", "O", "O", "H", "H", "H", "H", "H", "H", "C", "C", "O", "S", "O", "O", "O", "H", "H", "H", "H"],
  "positions_angstrom": [[-10.91234, -0.45440, 8.40647], [-10.30480, -1.11535, 7.91160], [-10.87795, -0.67469, 9.40330], [-11.87614, -0.69004, 7.98362], [-10.55319, 0.49465, 8.33597], [-14.90936, -1.12503, 9.76632], [-15.48406, -1.94735, 9.95707], [-15.52031, -0.30693, 9.73926], [-14.41166, -1.19654, 8.83339], [-14.21391, -0.95826, 10.49113], [-13.46826, 1.78527, 6.41616], [-13.89424, 2.20837, 7.23952], [-13.36827, 0.74618, 6.62508], [-12.54840, 2.20966, 6.30514], [-14.05948, 1.89071, 5.59062], [-14.01581, -1.62718, 6.42042], [-13.38236, -0.84634, 7.42360], [-15.04657, -1.85187, 6.71411], [-13.95229, -1.24929, 5.39402], [-13.52536, -2.60562, 6.30642], [-16.56158, -6.17196, 7.97341], [-16.65360, -6.05489, 6.45838], [-16.83966, -4.61849, 5.94963], [-15.89469, -4.50590, 4.89972], [-14.99634, -5.52322, 4.95911], [-13.98566, -5.57796, 4.34300], [-15.37681, -6.40784, 5.90911], [-15.75707, -5.52780, 8.32884], [-16.37076, -7.19495, 8.29007], [-17.53550, -5.89430, 8.38462], [-17.41682, -6.73381, 6.07887], [-16.68959, -3.84962, 6.71009], [-17.84606, -4.54380, 5.53767], [-12.55450, -4.95152, 7.47550], [-11.55640, -4.20067, 8.40408], [-10.73935, -5.18445, 8.96234], [-11.65210, -6.51415, 9.21223], [-12.49590, -6.28809, 10.34132], [-10.81484, -7.63966, 9.11924], [-12.51436, -6.31694, 7.85849], [-12.19096, -4.92229, 6.44630], [-13.56916, -4.55201, 7.44992], [-12.07031, -3.59782, 9.16140], [-10.98354, -3.55283, 7.73709]],
  "atomic_forces_ev_per_a": [[0.5, -0.8, 0.3], [0.4, 0.3, 0.2], [0.0, -0.3, -0.1], [-1.0, 0.4, -0.3], [-0.1, 0.0, -0.5], [-0.3, 0.3, -0.2], [0.2, -0.1, 0.2], [-0.1, -0.1, 0.0], [0.5, 0.2, -0.4], [-0.1, -0.3, 0.2], [0.1, -0.5, 0.3], [-0.3, 0.1, -0.2], [0.0, -0.4, 0.5], [-0.1, 0.1, -0.5], [0.1, 0.3, 0.0], [0.6, -1.2, 0.1], [0.2, 1.0, 0.4], [-0.2, 0.2, -0.4], [-0.3, 0.5, 0.2], [-0.1, 0.1, 0.2], [-0.5, -0.1, -0.5], [0.6, 0.1, 0.9], [-0.9, -0.9, -0.3], [0.2, 0.4, -0.2], [-0.1, -0.1, 0.8], [0.0, 0.1, -0.2], [0.1, -0.1, -0.5], [-0.1, 0.0, 0.2], [0.1, 0.0, -0.1], [0.2, 0.2, 0.2], [0.1, 0.0, -0.2], [0.2, 0.0, 0.0], [0.1, 0.4, 0.0], [0.5, 0.0, -0.6], [-0.9, 0.4, -0.9], [0.0, -0.3, 0.3], [-0.3, 0.3, -0.1], [0.2, 0.2, -0.5], [-0.1, 0.0, -0.1], [0.2, -0.3, 0.8], [0.0, 0.0, 0.0], [-0.1, -0.2, 0.5], [0.1, -0.2, 0.2], [0.4, 0.0, 0.3]],
  "mulliken_charge": [-0.37, 0.40, 0.38, 0.24, 0.36, -0.37, 0.40, 0.39, 0.14, 0.38, -0.40, 0.37, 0.21, 0.39, 0.41, -0.42, -1.02, 0.18, 0.37, -0.11, -1.21, 0.38, -0.32, -0.36, 0.66, -0.50, -0.33, 0.13, 0.36, 0.39, 0.34, 0.11, 0.39, -0.09, 0.23, -0.39, 1.05, -0.55, -0.50, -0.30, 0.41, -0.17, 0.16, 0.13]
}